(1)
Molecular formula: C12H20N3OS5Tc
Method: DFT, the ωB97M-V functional and the def2-TZVPD basis

LUMO (spin up / spin down)	-5.58 / -7.30	eV
DFT total energy	-2780.0593	hartree
multiplicity	3
total charge	+2
HOMO-LUMO gap (spin up / spin down)	8.441 / 7.161	eV

Geometry as XYZ:
```
42
Properties=species:S:1:pos:R:3:lowdin_charge:R:1
H 4.021 2.334 -3.383 0.14
N 2.212 0.595 -3.168 0.14
H -0.190 0.648 4.233 0.10
S 1.414 1.983 -0.978 0.65
H 0.863 -3.225 -0.349 0.09
N -2.563 0.994 -0.979 -0.16
H 3.049 1.306 1.555 0.07
H 3.880 -0.990 1.668 0.10
H 1.328 0.097 -3.122 0.03
S -0.824 -0.762 -2.009 0.65
H 3.619 3.178 -1.933 0.11
H -3.733 2.376 -0.012 0.15
C -3.688 1.727 -0.873 0.02
C 2.539 0.597 2.205 -0.48
H -5.555 2.219 -1.737 0.13
H -5.215 0.656 -3.670 0.13
H 2.065 -3.544 0.897 0.10
C 0.031 0.021 3.371 -0.44
C -4.659 1.624 -1.830 -0.01
C 2.415 1.604 -2.344 -0.82
H -0.328 -3.757 1.728 0.10
H 0.603 -2.601 2.663 0.08
C 2.810 -0.837 1.793 -0.44
C -1.247 -0.630 2.876 -0.46
Tc 0.092 0.147 -0.042 0.48
S -1.076 -1.541 1.318 0.89
H -3.113 -0.671 -3.787 0.12
O -1.640 1.181 0.022 -0.36
S 0.797 1.088 2.105 0.86
C -4.460 0.755 -2.899 -0.01
S 2.025 -1.267 0.195 0.82
C 0.190 -2.801 1.677 -0.44
H -2.009 0.114 2.642 0.09
H 0.774 -0.711 3.681 0.08
C -3.297 0.018 -2.973 -0.05
N 3.444 2.411 -2.561 0.13
H 2.792 0.459 -3.982 0.14
H 2.464 -1.547 2.542 0.08
C -2.322 0.145 -1.990 -0.58
H 2.883 0.776 3.224 0.11
H -1.659 -1.305 3.627 0.11
C 1.266 -2.864 0.598 -0.46
```



(2)
Molecular formula: C22H21Cl4Ge2I2O2Ru
Method: DFT, the ωB97M-V functional and the def2-TZVPD basis

ΔE to the lowest compared entry with this formula, charge and spin	0.0	kJ/mol
LUMO (spin up / spin down)	-8.45 / -8.48	eV
DFT total energy	-7685.6651	hartree
multiplicity	2
total charge	+2
HOMO-LUMO gap (spin up / spin down)	5.860 / 5.864	eV

Geometry as XYZ:
```
54
Properties=species:S:1:pos:R:3:lowdin_charge:R:1
I 0.800 0.240 3.167 1.04
H 0.189 -3.891 3.386 0.09
I 3.116 -0.351 0.785 1.07
O 0.078 1.310 -0.923 -0.02
H -1.302 -0.304 -2.519 0.00
C -2.074 0.812 -0.162 -0.30
Cl -0.506 3.562 -2.772 0.83
C -1.230 -1.370 -2.717 -0.20
C -3.670 -3.366 2.601 -0.06
H 4.515 -4.803 1.171 0.12
C 2.161 -4.673 3.606 -0.06
Ge 0.351 -2.148 -1.881 0.74
H 1.327 -4.523 -1.815 0.02
H -0.431 -4.604 -1.996 0.03
C -2.349 -3.067 2.314 -0.12
H 2.988 -1.298 3.284 -0.02
H -2.391 -3.678 -1.027 0.08
H -5.551 -4.032 1.814 0.12
C 3.374 -4.937 2.985 -0.05
H -1.702 -2.743 3.122 0.09
C -2.959 2.860 -1.903 -0.65
H -1.124 -1.486 -3.797 0.05
C -2.736 -3.578 -0.004 -0.12
H 2.037 -1.389 -3.563 0.04
H 2.864 -1.643 -2.033 0.00
C 1.143 -4.051 2.898 -0.11
H -2.151 -1.861 -2.408 0.02
Cl -5.560 2.351 -1.248 0.84
Ru 0.461 -0.353 0.575 0.30
C 2.568 -3.937 0.958 -0.17
H 2.746 -3.652 -0.074 0.08
H 1.915 -0.154 -2.307 0.00
C -4.523 -3.783 1.586 -0.06
C -1.624 2.667 -1.864 -0.64
Cl -3.618 4.060 -2.888 0.83
H -4.718 -4.222 -0.503 0.12
C 1.963 -1.228 -2.485 -0.27
O -1.586 -0.028 0.597 -0.12
C -1.103 1.615 -1.014 -0.33
C 0.463 -4.056 -2.287 -0.21
Ge -0.041 -2.714 0.621 0.91
C -4.055 -3.888 0.284 -0.06
Cl -4.508 0.067 0.678 0.83
C -3.490 1.050 -0.260 -0.63
H 2.000 -4.973 4.633 0.12
C -1.864 -3.171 1.005 -0.35
H 4.161 -5.439 3.533 0.12
C 2.843 -0.299 2.886 -0.99
H -4.035 -3.286 3.616 0.12
H 0.578 -4.126 -3.370 0.05
C -3.914 2.029 -1.092 -0.65
C 3.576 -4.577 1.657 -0.06
C 1.341 -3.662 1.567 -0.37
H 3.488 0.447 3.336 -0.01
```



Q: Among the records above, which one has the highest DFT total energy?
A: C12H20N3OS5Tc



Q: Look up the DFT total energy of the first one.
A: -2780.0593 hartree



Q: Look up the DFT total energy of the first one.
A: -2780.0593 hartree